ORCA calculation (ωB97M-V/def2-TZVPD) on a cluster of 6 separate species, C22H52BO18 in total in a non-equilibrium geometry.

```
93
Properties=species:S:1:pos:R:3:mulliken_charge:R:1
O 0.976 -1.025 1.235 -0.72
C 1.293 0.056 0.684 0.64
O 2.045 0.103 -0.372 -0.69
O 0.780 1.284 1.274 -0.34
C 0.539 2.192 0.238 0.73
O 1.409 2.978 -0.022 -0.49
O -0.663 2.195 -0.483 0.01
O -1.727 2.476 0.360 -0.35
B -2.671 1.423 0.370 0.55
O -2.799 0.440 -0.625 -0.44
O -3.555 1.346 1.500 -0.51
H -2.802 -0.436 -0.184 0.26
H -3.005 0.981 2.223 0.32
C -7.393 -3.441 -1.434 -0.71
O -6.450 -4.496 -1.332 -0.37
C -5.212 -4.182 -1.967 -0.67
C -4.149 -3.803 -0.949 0.02
O -4.455 -2.561 -0.321 -0.19
C -4.975 -2.732 0.988 -0.82
H -8.232 -3.673 -0.777 0.23
H -6.965 -2.484 -1.128 0.28
H -7.762 -3.369 -2.462 0.32
H -5.342 -3.387 -2.708 0.36
H -4.888 -5.085 -2.494 0.41
H -3.197 -3.669 -1.471 0.41
H -4.018 -4.596 -0.206 -0.11
H -4.180 -3.053 1.668 0.25
H -5.792 -3.458 1.006 0.35
H -5.358 -1.768 1.328 0.30
C 1.442 5.321 -5.738 -0.71
O 1.873 4.388 -4.765 -0.44
C 1.328 4.660 -3.472 0.05
C 0.184 3.716 -3.144 -0.18
O -0.951 3.967 -3.975 -0.43
C -1.083 3.010 -5.011 -0.72
H 1.741 4.949 -6.720 0.25
H 0.356 5.445 -5.729 0.31
H 1.925 6.289 -5.568 0.28
H 1.007 5.704 -3.395 0.36
H 2.131 4.499 -2.750 -0.10
H -0.129 3.896 -2.114 0.13
H 0.504 2.673 -3.221 0.35
H -1.409 2.051 -4.595 0.29
H -0.146 2.875 -5.557 0.32
H -1.844 3.365 -5.707 0.25
C -3.700 -7.394 0.419 -0.88
O -3.226 -6.493 1.408 -0.35
C -3.876 -6.669 2.662 -0.45
C -2.991 -7.424 3.641 -0.61
O -2.809 -8.777 3.237 -0.37
C -1.537 -8.999 2.645 -0.67
H -3.038 -7.328 -0.446 0.25
H -3.703 -8.426 0.777 0.44
H -4.711 -7.106 0.109 0.32
H -4.839 -7.176 2.537 0.37
H -4.071 -5.669 3.062 0.34
H -3.488 -7.447 4.616 0.38
H -2.028 -6.919 3.765 0.34
H -0.757 -8.964 3.412 0.33
H -1.321 -8.264 1.866 0.28
H -1.541 -9.992 2.195 0.24
C 4.353 6.046 -1.541 -0.72
O 3.382 7.025 -1.888 -0.36
C 2.423 7.225 -0.854 -0.19
C 2.706 8.503 -0.080 -0.77
O 3.906 8.395 0.680 -0.37
C 4.991 9.078 0.077 -0.69
H 5.148 6.079 -2.288 0.23
H 4.789 6.239 -0.558 0.37
H 3.901 5.050 -1.556 0.25
H 2.385 6.362 -0.182 0.29
H 1.446 7.317 -1.340 0.35
H 1.892 8.667 0.633 0.39
H 2.745 9.366 -0.753 0.38
H 4.851 10.160 0.170 0.33
H 5.101 8.810 -0.977 0.28
H 5.904 8.797 0.604 0.24
C 6.471 -2.642 2.501 -0.74
O 5.714 -1.587 1.938 -0.37
C 4.306 -1.843 1.980 -0.37
C 3.636 -1.062 3.095 -0.34
O 4.041 -1.537 4.385 -0.42
C 4.993 -0.687 4.997 -0.74
H 7.503 -2.301 2.604 0.24
H 6.099 -2.927 3.488 0.32
H 6.454 -3.511 1.834 0.31
H 4.106 -2.915 2.081 0.28
H 3.893 -1.511 1.023 0.33
H 2.556 -1.210 3.023 0.30
H 3.836 0.010 2.998 0.30
H 4.512 0.241 5.323 0.33
H 5.821 -0.456 4.322 0.31
H 5.392 -1.200 5.875 0.24
```

E (eV): -61184.9142
Max |F| (hartree/bohr): 0.1072
Multiplicity: 1
Total charge: -1

=====

ORCA calculation (ωB97M-V/def2-TZVPD) on a structure of composition C15H27CdCl6FO16S in a non-equilibrium geometry.

```
67
Properties=species:S:1:pos:R:3:mulliken_charge:R:1
Cd -0.541 -1.975 -1.683 2.70
S 0.331 -1.680 0.880 1.25
O -0.575 -2.753 0.242 -1.04
O 1.577 -2.226 1.349 -0.79
O 0.530 -0.761 -0.365 -0.41
O -0.383 -0.900 1.885 -0.32
C 2.675 -2.495 -4.505 -0.60
O 3.132 -3.373 -3.503 -0.31
C 2.304 -3.569 -2.485 0.76
O 1.201 -3.093 -2.386 -0.51
O 2.787 -4.465 -1.631 -0.37
C 1.950 -4.832 -0.517 -0.37
H 3.383 -2.591 -5.318 0.22
H 2.703 -1.483 -4.119 0.21
H 1.708 -2.833 -4.861 0.29
H 2.425 -5.657 -0.008 0.27
H 0.981 -5.226 -0.873 0.29
H 1.732 -3.979 0.126 0.02
C -5.406 0.327 -2.756 -0.65
O -4.040 -0.010 -2.761 -0.36
C -3.424 -0.302 -1.659 0.26
O -2.399 -0.942 -1.647 -1.12
O -3.977 0.120 -0.600 -0.42
C -3.394 -0.309 0.686 -0.30
H -5.928 -0.521 -3.204 0.27
H -5.556 1.188 -3.397 0.27
H -5.828 0.533 -1.783 0.33
H -2.307 -0.197 0.717 -0.12
H -3.580 -1.368 0.922 0.39
H -3.888 0.294 1.443 0.28
C -3.763 4.934 0.017 -0.76
O -3.147 3.664 0.302 -0.25
C -2.347 3.665 1.365 0.50
O -2.215 4.569 2.035 -0.47
O -1.733 2.447 1.500 0.02
C -1.050 2.182 2.732 -0.45
H -3.071 5.554 -0.558 0.30
H -4.111 5.407 0.920 0.34
H -4.584 4.711 -0.667 0.21
H -0.348 2.969 2.998 0.36
H -0.469 1.279 2.596 -0.16
H -1.797 2.079 3.514 0.35
C 1.082 2.317 -0.831 -0.03
C 2.065 1.421 -1.534 1.15
O 3.158 2.261 -1.721 -0.34
C 2.843 3.532 -1.391 0.43
O 3.568 4.409 -1.466 -0.49
O 1.583 3.621 -1.013 -0.38
F 1.610 1.052 -2.814 -0.40
H 1.089 2.090 0.237 -0.02
H 0.062 2.163 -1.171 0.18
H 2.257 0.561 -0.929 -0.20
C -1.975 -1.644 4.243 0.65
Cl -3.710 -1.922 4.498 -0.21
Cl -1.068 -2.195 5.645 -0.19
H -1.651 -2.148 3.351 -0.04
H -1.792 -0.593 4.085 -0.23
C 3.529 0.642 3.250 0.17
Cl 3.881 1.260 4.872 -0.19
Cl 4.017 1.817 2.037 -0.15
H 4.065 -0.284 3.153 0.25
H 2.468 0.497 3.195 -0.10
C 4.554 -1.508 -0.034 0.59
Cl 6.215 -1.347 0.576 -0.18
Cl 4.411 -0.818 -1.687 -0.15
H 4.324 -2.559 -0.104 0.08
H 3.858 -1.005 0.608 -0.32
```

E (eV): -142004.5675
Max |F| (hartree/bohr): 0.1405
Multiplicity: 1

=====

ORCA calculation (ωB97M-V/def2-TZVPD) on a cluster of 14 separate species, H27O14 in total in a non-equilibrium geometry.

```
41
Properties=species:S:1:pos:R:3:mulliken_charge:R:1
O 1.384 3.682 3.548 -0.66
H 1.591 2.745 3.634 0.32
O 0.836 0.907 4.417 -0.66
H 1.149 0.759 3.505 0.36
H -2.183 1.771 0.596 0.27
O -4.053 -2.765 -1.400 -0.65
H -1.841 0.518 -0.079 0.39
H 4.313 -2.066 -2.596 0.29
O 3.363 -2.131 -2.651 -0.60
H -2.340 -1.497 2.660 0.39
H 2.922 -1.561 -3.265 0.29
O 0.913 -0.957 -2.855 -0.60
H 1.301 1.122 -0.052 0.34
H 1.184 -1.711 -3.372 0.32
O -0.939 2.729 -2.703 -0.71
H -0.805 2.299 -1.840 0.35
H -1.735 2.309 -3.042 0.32
O 2.686 1.519 2.425 -0.72
H 2.521 0.882 1.733 0.30
H 2.454 2.440 2.267 0.38
O -2.032 1.441 -0.297 -0.65
H -3.509 -1.975 -1.329 0.33
H 0.167 -1.136 -2.281 0.23
O -1.521 -1.205 0.864 -0.96
H -1.342 -0.580 1.559 0.10
H -3.951 -3.051 -0.482 0.32
O -0.638 -4.390 -0.026 -0.67
H -0.738 -3.554 0.435 0.34
H -1.379 -4.878 -0.357 0.29
O 0.664 1.710 -4.773 -0.67
H 0.710 0.792 -4.535 0.30
H 0.096 2.143 -4.112 0.44
O 0.995 1.421 -0.922 -0.61
H 0.748 0.541 -1.231 0.25
H 0.590 3.686 3.004 0.33
O 0.899 -0.692 0.794 -0.61
H -0.216 -0.756 0.628 0.37
H 1.024 -1.596 0.479 0.22
O -2.561 -1.028 3.485 -0.66
H 1.212 0.112 4.816 0.32
H -1.869 -0.388 3.658 0.30
```

E (eV): -29104.7660
Max |F| (hartree/bohr): 0.0420
Multiplicity: 1
Total charge: -1

=====

| no. | gap between HOMO and LUMO (eV) |
| --- | --- |
| 1 | 7.511 |
| 2 | 8.779 |
| 3 | 9.046 |